Density functional theory data (the ωB97M-V functional and the def2-TZVPD basis) for C21H32BIIrNO2P2 as an isolated structure.

Atoms and positions in Å:
Ir  -0.46  0.61  -0.45
C  3.10  -0.45  -0.15
P  1.83  0.40  -1.12
C  1.87  -0.28  -2.79
C  2.40  2.12  -1.14
C  3.48  2.54  -1.89
C  3.86  3.88  -1.85
C  3.16  4.79  -1.06
C  2.09  4.37  -0.29
C  1.71  3.03  -0.33
P  0.43  2.34  0.70
C  -0.86  3.58  0.95
C  1.01  1.83  2.32
H  4.02  -0.42  -0.73
H  2.85  -1.49  0.04
H  3.27  0.08  0.79
H  2.86  -0.12  -3.20
H  1.14  0.22  -3.43
H  1.66  -1.35  -2.75
H  4.05  1.86  -2.52
H  4.70  4.22  -2.44
H  3.45  5.83  -1.05
H  1.56  5.09  0.33
H  -1.18  4.01  0.00
H  -0.43  4.38  1.57
H  -1.70  3.15  1.49
H  1.54  2.67  2.78
H  1.70  0.98  2.24
H  0.17  1.55  2.95
I  -5.23  2.66  -3.29
C  -4.42  1.83  -1.58
C  -5.21  1.48  -0.48
C  -4.62  0.93  0.65
C  -3.25  0.74  0.67
N  -2.49  1.07  -0.39
C  -3.06  1.61  -1.49
H  -6.28  1.63  -0.51
H  -5.21  0.65  1.51
H  -2.75  0.31  1.53
H  -2.40  1.86  -2.31
C  -1.17  -3.45  2.49
C  -0.99  -3.03  1.06
C  -2.25  -3.16  0.24
O  -0.70  -1.49  1.08
B  0.15  -1.39  0.05
O  0.71  -2.41  -0.55
C  0.31  -3.58  0.38
C  0.08  -4.78  -0.50
C  1.50  -3.76  1.30
H  -2.06  -2.98  2.91
H  -0.31  -3.21  3.11
H  -1.33  -4.53  2.52
H  -3.05  -2.59  0.71
H  -2.57  -4.21  0.22
H  -2.12  -2.84  -0.79
H  -0.63  -4.58  -1.30
H  -0.32  -5.60  0.11
H  1.02  -5.12  -0.93
H  1.67  -2.89  1.94
H  2.39  -3.96  0.71
H  1.34  -4.61  1.95

Charge ... +3
Molar mass ... 722.37 Da
Orbital gap (spin up / spin down) ... 5.7 / 4.7 eV
Relative energy (zero: lowest compared OMol25 entry of this formula, charge and spin) ... 0.0 kJ/mol
E ... -2133.355510 a.u.
Multiplicity ... 2
HOMO level (spin up / spin down) ... -16.836 / -16.836 eV